{
  "formula": "CH2NO2S",
  "method": "ωB97M-V/def2-TZVPD",
  "e_lumo_ev": 3.78,
  "total_charge": -1,
  "relative_energy_ev": 0.251,
  "gap_ev": 7.29,
  "multiplicity": 1,
  "species": ["C", "N", "O", "O", "S", "H", "H"],
  "positions_angstrom": [[-2.9640, -0.0796, -0.0399], [-1.7763, -0.0068, 0.0374], [-4.1437, -0.1181, -0.1377], [3.2802, 0.2482, 0.0915], [0.0620, -0.0104, 0.1693], [3.1644, -0.5845, -0.3738], [2.3772, 0.5512, 0.2533]],
  "atomic_forces_ev_per_a": [[3.740, 0.290, 0.157], [-0.063, -0.061, 0.038], [-1.457, -0.119, -0.057], [0.237, 0.000, 0.029], [-2.261, -0.228, -0.143], [-0.137, -0.002, -0.005], [-0.059, 0.120, -0.020]],
  "lowdin_charge": [-0.530, -0.396, 0.002, -0.119, 0.129, 0.017, -0.102]
}


{
  "formula": "CH2NO2S",
  "method": "ωB97M-V/def2-TZVPD",
  "smiles": "NOC([O-])=S",
  "e_lumo_ev": 3.98,
  "total_charge": -1,
  "relative_energy_ev": 1.316,
  "gap_ev": 7.34,
  "multiplicity": 1,
  "species": ["C", "N", "O", "O", "S", "H", "H"],
  "positions_angstrom": [[0.9144, -0.3745, -0.2504], [-1.3143, 0.5842, 0.0082], [0.4672, -1.5067, -0.3502], [0.0311, 0.7915, -0.3671], [2.4783, 0.1596, -0.1064], [-1.3466, 0.8182, 0.9265], [-1.2300, -0.4722, 0.1395]],
  "atomic_forces_ev_per_a": [[-0.679, 0.461, -0.647], [0.121, -3.941, -2.948], [-0.835, 0.639, 0.451], [1.174, 0.049, -0.008], [1.306, 0.258, 0.150], [0.002, 1.613, 3.692], [-1.089, 0.921, -0.691]],
  "lowdin_charge": [-1.126, 0.000, -0.098, -0.288, 0.432, 0.005, 0.075]
}


{
  "formula": "CH2NO2S",
  "method": "ωB97M-V/def2-TZVPD",
  "e_lumo_ev": 4.20,
  "total_charge": -1,
  "relative_energy_ev": 2.150,
  "gap_ev": 7.53,
  "multiplicity": 1,
  "species": ["C", "N", "O", "O", "S", "H", "H"],
  "positions_angstrom": [[-0.4777, 0.1159, 1.2206], [-0.8186, -0.4488, -0.1125], [0.5069, -1.1826, -2.1301], [1.3564, 0.7835, -0.8628], [0.1632, 0.0890, -1.4384], [-1.1867, -0.0002, 2.0166], [0.4565, 0.6431, 1.3065]],
  "atomic_forces_ev_per_a": [[-1.367, -2.906, -7.837], [1.112, 2.635, 7.627], [-0.028, 0.178, 0.310], [-0.222, -0.315, 0.075], [0.532, 0.382, -0.419], [-0.229, -0.249, 0.188], [0.201, 0.276, 0.056]],
  "lowdin_charge": [-0.063, -0.256, -0.589, -0.593, 0.498, 0.002, 0.002]
}


{
  "formula": "CH2NO2S",
  "method": "ωB97M-V/def2-TZVPD",
  "e_lumo_ev": 3.99,
  "total_charge": -1,
  "relative_energy_ev": 2.047,
  "gap_ev": 7.89,
  "multiplicity": 1,
  "species": ["C", "N", "O", "O", "S", "H", "H"],
  "positions_angstrom": [[2.9450, -0.1248, 0.1333], [1.8027, -0.0488, 0.4119], [-0.5209, 0.8860, 0.5163], [-2.2741, -0.7683, 0.5426], [-1.6846, 0.3132, -0.1958], [-1.0392, -0.4853, -1.6471], [0.7711, 0.2280, 0.2388]],
  "atomic_forces_ev_per_a": [[-1.526, -0.004, 0.659], [1.918, -0.170, -1.365], [1.087, 0.164, -0.104], [-0.756, -1.835, 0.980], [-0.559, 0.838, -3.055], [-0.296, 0.826, 1.828], [0.132, 0.181, 1.057]],
  "lowdin_charge": [-0.183, -0.016, -0.624, -0.604, 0.519, -0.054, -0.038]
}


{
  "formula": "CH2NO3S",
  "method": "ωB97M-V/def2-TZVPD",
  "smiles": "[O-]N(O)C(O)=S",
  "e_lumo_ev": 3.61,
  "total_charge": -1,
  "relative_energy_ev": 3.546,
  "gap_ev": 6.33,
  "multiplicity": 1,
  "species": ["C", "N", "O", "O", "O", "S", "H", "H"],
  "positions_angstrom": [[-0.0226, 0.0774, -0.4317], [-0.5439, -0.1274, 0.7756], [0.4077, -0.0156, 1.7861], [-1.7463, -0.1769, 1.0689], [-0.8705, -0.1868, -1.5255], [1.6090, 0.4847, -0.7742], [-0.1856, -0.1103, -2.1471], [1.3523, 0.0548, 1.2479]],
  "atomic_forces_ev_per_a": [[-1.528, -0.998, 0.795], [2.579, 1.252, -3.281], [2.296, 0.099, -0.009], [-1.448, -0.606, 0.973], [-0.481, 0.409, 2.646], [0.360, -0.113, 0.077], [1.077, 0.053, -2.297], [-2.856, -0.096, 1.096]],
  "lowdin_charge": [-0.819, -0.407, -0.097, -0.110, -0.038, 0.454, -0.017, 0.034]
}


{
  "formula": "CH2NO3S",
  "method": "ωB97M-V/def2-TZVPD",
  "e_lumo_ev": 4.09,
  "total_charge": -1,
  "relative_energy_ev": 1.450,
  "gap_ev": 8.51,
  "multiplicity": 1,
  "species": ["C", "N", "O", "O", "O", "S", "H", "H"],
  "positions_angstrom": [[-1.6367, 0.1905, -0.2393], [1.3769, -0.1793, 1.2427], [-0.4876, 0.1297, -0.7417], [-2.1392, -0.7493, 0.3459], [1.9857, -0.1310, -1.2946], [1.1367, -0.7517, -0.2473], [-2.3788, 1.0190, -0.4455], [2.1429, 0.4720, 1.3797]],
  "atomic_forces_ev_per_a": [[-1.940, -1.638, 0.248], [-0.562, -1.882, -2.230], [1.005, 2.550, -1.766], [-0.926, -0.513, 1.156], [-0.557, -0.539, 0.669], [1.815, 1.395, 2.784], [1.270, 0.286, -0.154], [-0.107, 0.341, -0.707]],
  "lowdin_charge": [-0.574, -0.365, -0.264, -0.049, -0.566, 0.761, 0.120, -0.062]
}


{
  "formula": "CH2NO5PS",
  "method": "ωB97M-V/def2-TZVPD",
  "e_lumo_ev": [6.73, 6.71],
  "total_charge": -2,
  "relative_energy_ev": 3.111,
  "gap_ev": [7.46, 7.14],
  "multiplicity": 1,
  "species": ["C", "N", "O", "O", "O", "O", "O", "P", "S", "H", "H"],
  "positions_angstrom": [[-1.4658, 0.1475, -0.1447], [0.2324, 1.4934, -0.9727], [-0.5891, -1.7888, 1.4145], [-0.4504, -2.1845, -1.2572], [1.1767, -0.7251, -0.1121], [1.0684, 1.3409, 1.4231], [2.6930, 1.0463, -0.3193], [-0.3271, -1.2827, 0.0071], [1.2459, 0.8808, 0.0347], [-2.2183, 0.1682, -0.8110], [-1.3656, 0.9041, 0.7376]],
  "atomic_forces_ev_per_a": [[6.033, 2.746, 3.366], [-1.353, -1.432, 0.170], [0.272, 0.073, -1.131], [-0.253, 1.359, 2.367], [-0.103, 0.594, 0.950], [-0.599, -1.163, -0.267], [-1.743, 0.405, -0.365], [-2.309, -3.262, -1.345], [3.371, 2.154, 0.104], [-2.440, 0.219, -2.243], [-0.877, -1.693, -1.606]],
  "lowdin_charge": [-0.060, -0.261, -0.428, -0.466, -0.389, -0.427, -0.446, 0.190, 0.288, -0.046, 0.045]
}


{
  "formula": "CH2NO7S",
  "method": "ωB97M-V/def2-TZVPD",
  "smiles": "O=[N+]([O-])[C@H]([O-])OS(=O)(=O)O",
  "e_lumo_ev": 3.76,
  "total_charge": -1,
  "gap_ev": 10.20,
  "multiplicity": 1,
  "species": ["C", "N", "O", "O", "O", "O", "O", "O", "O", "S", "H", "H"],
  "positions_angstrom": [[-0.0201, 0.8696, 0.0628], [-0.6397, 1.7824, 1.1135], [-0.0305, 2.8166, 1.4351], [1.5606, -1.2364, -0.6669], [-1.6626, 1.3886, 1.5523], [1.9975, -1.9841, 1.5467], [-0.2976, -1.9256, 0.8101], [-0.8228, 0.1423, -0.4720], [0.9600, 0.0673, 1.2721], [1.1686, -1.3179, 0.6688], [0.8276, 1.2095, -0.6229], [-0.8091, -1.1921, 0.2611]],
  "atomic_forces_ev_per_a": [[2.588, 0.338, -1.019], [2.271, 1.994, -0.012], [-0.850, -1.076, -0.367], [0.636, 0.032, -3.077], [-1.495, 0.033, 0.981], [2.395, -2.698, 2.541], [0.259, 0.928, -1.202], [-2.063, -1.082, -0.923], [-0.635, 1.057, -0.972], [-2.409, 0.857, 1.819], [-0.859, 0.673, 1.580], [0.162, -1.055, 0.650]],
  "lowdin_charge": [-0.405, -0.365, 0.032, -0.256, 0.111, -0.253, -0.189, -0.041, -0.240, 0.374, 0.171, 0.062]
}


{
  "formula": "CH2NOP",
  "method": "ωB97M-V/def2-TZVPD",
  "e_lumo_ev": [-0.95, -0.03],
  "total_charge": 0,
  "relative_energy_ev": 4.772,
  "gap_ev": [6.53, 8.66],
  "multiplicity": 1,
  "species": ["C", "N", "O", "P", "H", "H"],
  "positions_angstrom": [[-1.5020, 0.2770, -0.1773], [0.7762, 0.0679, 0.7973], [-2.1739, -0.6528, -0.0570], [1.4851, -0.7316, -0.2920], [-1.4427, 1.3068, -0.1557], [2.8574, -0.2672, -0.1153]],
  "atomic_forces_ev_per_a": [[2.081, -3.271, 1.260], [-1.836, 1.299, 0.458], [-0.667, 0.414, -0.364], [0.960, -0.674, -1.457], [-0.478, 2.516, -0.144], [-0.061, -0.285, 0.248]],
  "lowdin_charge": [-0.067, -0.462, 0.101, 0.543, 0.054, -0.169]
}


{
  "formula": "CH2NOS3",
  "method": "ωB97M-V/def2-TZVPD",
  "e_lumo_ev": 3.29,
  "total_charge": -1,
  "relative_energy_ev": 3.152,
  "gap_ev": 6.70,
  "multiplicity": 1,
  "species": ["C", "N", "O", "S", "S", "S", "H", "H"],
  "positions_angstrom": [[0.7214, -0.7424, -1.2286], [1.3819, -1.3281, -2.1767], [1.7327, -2.6209, -2.1029], [1.8544, -0.2713, -3.5242], [0.6071, 0.9419, -1.3452], [0.2244, -1.6694, 0.1442], [0.2762, 1.1415, 0.0296], [0.9498, -2.6887, -0.9862]],
  "atomic_forces_ev_per_a": [[0.346, -1.144, 0.980], [0.742, 1.522, -1.717], [-1.910, 0.184, 1.859], [0.043, -1.138, 0.190], [-0.604, 2.255, 1.385], [0.290, -0.813, -0.776], [0.103, -0.450, -1.419], [0.990, -0.416, -0.502]],
  "lowdin_charge": [-1.303, -0.768, -0.245, 0.290, 0.590, 0.530, -0.109, 0.014]
}


What did the third record say?
{
  "formula": "CH2NO2S",
  "method": "ωB97M-V/def2-TZVPD",
  "e_lumo_ev": 4.20,
  "total_charge": -1,
  "relative_energy_ev": 2.150,
  "gap_ev": 7.53,
  "multiplicity": 1,
  "species": ["C", "N", "O", "O", "S", "H", "H"],
  "positions_angstrom": [[-0.4777, 0.1159, 1.2206], [-0.8186, -0.4488, -0.1125], [0.5069, -1.1826, -2.1301], [1.3564, 0.7835, -0.8628], [0.1632, 0.0890, -1.4384], [-1.1867, -0.0002, 2.0166], [0.4565, 0.6431, 1.3065]],
  "atomic_forces_ev_per_a": [[-1.367, -2.906, -7.837], [1.112, 2.635, 7.627], [-0.028, 0.178, 0.310], [-0.222, -0.315, 0.075], [0.532, 0.382, -0.419], [-0.229, -0.249, 0.188], [0.201, 0.276, 0.056]],
  "lowdin_charge": [-0.063, -0.256, -0.589, -0.593, 0.498, 0.002, 0.002]
}